# 1
Computed, not measured: C2H4N2OS in the gas phase at a distorted geometry, with the ωB97M-V functional and the def2-TZVPD basis.

Element x y z (Å)
C 0.28521 -0.14755 1.27216
C -0.02486 -0.94539 -2.40407
H -0.50898 2.22892 2.83311
H 0.95676 -1.02525 1.13079
H -0.71811 -0.30601 -2.93334
H 0.45768 -1.77626 -2.89810
N 0.30146 0.59559 2.29784
N 0.32275 -0.70145 -1.20497
O -0.58588 1.63953 2.08238
S -0.48604 0.43789 -0.17580

Values from the calculation:
calculated total energy	-17998.7355	eV
LUMO	0.0315	Eh
HOMO energy	-8.836	eV
SMILES string	C=NS/C=N\O
HOMO-LUMO gap	9.69	eV

Results of the Löwdin charge analysis, in e, for atoms 1 through 2:
1 C -0.484
2 C -0.141



# 2
Computed, not measured: C2H4N2OS in the gas phase at a distorted geometry, with the ωB97M-V functional and the def2-TZVPD basis.

Element x y z (Å)
C -1.33405 0.10110 -0.02943
C 1.70887 -0.05094 -0.24599
H -0.84245 1.95499 0.05961
H -2.29265 -0.51264 -0.14850
H -0.60222 -1.71450 0.46816
H 1.26375 -0.33041 -1.14252
N -1.68878 1.29285 0.21002
N -0.24593 -0.82886 -0.12129
O 0.79482 -0.36136 0.82828
S 3.23864 0.44977 0.12165

Values from the calculation:
calculated total energy	-17997.3025	eV
LUMO	-0.0140	Eh
HOMO energy	-9.395	eV
SMILES string	[H]/N=C\NOC=S
HOMO-LUMO gap	9.01	eV

Results of the Löwdin charge analysis, in e, for atoms 1 through 2:
1 C -0.334
2 C -0.657



# 3
Computed, not measured: 2 unconnected molecules or ions with the total composition C2H4N2OS at a distorted geometry, with the ωB97M-V functional and the def2-TZVPD basis.

Element x y z (Å)
C 0.79454 0.16664 -0.07645
C 3.34302 0.58618 0.09391
N -0.11049 0.92802 -0.56570
N 0.29696 -0.88458 0.56396
O 3.29380 1.66070 0.44871
S 3.77419 -0.87073 -0.26056
H 0.36246 1.70189 -1.09645
H -1.12828 0.91284 -0.50582
H 1.01787 -1.43758 1.08242
H -0.60376 -0.99513 0.90502

Values from the calculation:
calculated total energy	-18000.5652	eV
LUMO	0.0318	Eh
HOMO energy	-8.322	eV
HOMO-LUMO gap	9.19	eV

Results of the Löwdin charge analysis, in e, for atoms 1 through 2:
1 C -0.354
2 C -0.949